(1)
13
Properties=species:S:1:pos:R:3:forces:R:3:lowdin_charge:R:1 method="wB97M-V/def2-TZVPD" charge=0 homo_lumo_gap_ev="9.315 / 6.683" relative_energy_kcal_mol=117.16
B -0.006103 -0.227709 1.524202 1.043 1.456 -1.424 -0.294
C 0.282716 1.290966 1.795877 -0.286 -0.293 0.207 -0.065
C 0.082843 -0.337077 -2.539857 -0.282 0.616 -0.286 -0.274
N 0.599030 -1.269998 -1.605930 0.321 -0.525 0.587 0.002
O -0.662570 -1.159186 2.129429 -0.858 -1.587 0.681 0.151
H 1.303015 1.422700 2.149052 0.168 -0.071 0.044 0.054
H -0.389847 1.699001 2.553558 -0.092 0.088 0.173 0.052
H 0.186575 1.899712 0.901258 -0.013 -0.073 -0.160 0.046
H -0.914124 0.062578 -2.285369 0.164 -0.092 -0.042 0.067
H 0.784298 0.496499 -2.627565 -0.138 0.016 -0.117 0.057
H -0.019733 -0.795929 -3.539893 0.034 -0.002 0.145 0.076
H -0.101312 -1.989479 -1.419274 -0.093 0.082 0.023 0.014
H -1.144787 -1.092076 2.964513 0.030 0.386 0.168 0.113

(2)
7
Properties=species:S:1:pos:R:3:forces:R:3:lowdin_charge:R:1 method="wB97M-V/def2-TZVPD" spin_multiplicity=6 charge=+1 homo_lumo_gap_ev="7.295 / 7.175" relative_energy_kcal_mol=92.35
O -1.548408 0.943191 -0.391715 5.234 0.936 -0.235 0.112
C -0.322265 0.858528 -0.359899 -7.023 -1.466 -0.037 -0.167
C 0.763604 0.377775 0.149651 4.982 -1.097 -0.692 -0.363
O 1.813192 -0.456489 -0.205464 -2.360 2.713 0.858 -0.403
Dy 3.079511 1.256051 0.378342 -0.798 -0.852 0.041 1.711
H -1.570917 -1.710118 0.310967 -1.547 0.924 -0.424 0.055
H -2.214720 -1.268938 0.118119 1.513 -1.157 0.489 0.055

(3)
10
Properties=species:S:1:pos:R:3:forces:R:3:lowdin_charge:R:1 method="wB97M-V/def2-TZVPD" charge=0 homo_lumo_gap_ev=9.788 relative_energy_kcal_mol=65.37
C -1.801772 -0.481424 0.035428 1.074 3.414 -1.392 -0.024
C 0.986728 -0.150639 -0.107785 5.859 -6.220 -1.046 -0.444
H -1.235401 -0.993705 0.874286 -1.715 -0.062 -0.960 0.101
H -2.832457 -0.508145 -0.443924 1.385 -1.022 1.099 0.095
H 0.322293 1.668646 0.182871 0.675 1.225 0.055 0.119
H 0.451882 -1.115310 -0.179530 0.618 0.081 -0.742 0.100
H 2.850475 0.609370 0.081126 -1.567 -1.843 -0.961 0.065
N -1.156420 0.555352 -0.465549 -1.077 -2.327 2.423 -0.008
N 0.126229 0.705140 0.249696 -4.490 3.916 0.208 -0.046
N 2.288439 -0.289284 -0.226621 -0.761 2.838 1.316 0.044

(4)
14
Properties=species:S:1:pos:R:3:forces:R:3:lowdin_charge:R:1 method="wB97M-V/def2-TZVPD" charge=0 homo_lumo_gap_ev=8.644 relative_energy_kcal_mol=39.82
C 1.422164 1.257568 0.294080 0.282 3.061 1.193 -0.136
C 1.449623 -0.119595 0.055912 1.729 -2.651 -2.598 -0.806
C -1.108554 -0.431948 -0.242872 -1.448 2.836 -1.064 -0.530
H 1.358663 1.953397 -0.523884 0.077 -0.258 -0.905 0.104
H 2.158939 1.667335 0.938602 1.442 -0.163 0.254 0.083
H 0.582652 1.455603 0.866896 -2.258 0.561 1.020 0.062
H 0.520971 -1.606039 -0.405384 -0.174 -3.174 -0.730 0.057
H -2.976606 -1.055087 0.374366 2.673 -0.653 -1.552 0.154
H -1.772005 -1.945782 0.968492 0.889 -0.243 -0.123 0.081
H -1.082379 1.420310 -1.214544 -1.181 -2.765 1.458 0.099
N 0.252082 -0.743904 -0.081813 0.253 0.812 0.556 0.057
N -1.976979 -1.443534 0.115270 -2.971 0.036 1.961 0.078
N -1.691614 0.598087 -0.775769 2.456 1.502 -0.430 0.098
S 2.863040 -1.006415 -0.369354 -1.770 1.099 0.959 0.599